1.
Density functional theory data (wB97M-V/def2-TZVPD) for C3H6N6 in the gas phase at a distorted geometry.

Structure (ORCA input):
```
! wB97M-V def2-TZVPD RIJCOSX def2/J DEFGRID3
* xyz 0 1
C -0.81 -0.75 0.03
C 1.89 -0.27 0.03
C -0.40 0.52 -0.01
H -2.47 -1.48 0.94
H -2.27 -1.97 -0.56
H 3.46 0.83 -0.02
H 1.28 1.74 -0.15
H -2.15 1.32 -0.07
H -0.84 2.44 -0.30
N -2.16 -1.13 0.02
N 0.17 -1.86 -0.06
N 1.39 -1.62 0.01
N 3.16 -0.14 0.10
N 0.97 0.77 -0.03
N -1.20 1.59 0.09
*
```

* HOMO energy: -8.1 eV
* total energy: -12147.27483 eV
* max |F|: 3.1 eV/A
* SMILES: [H]/N=c1/nnc(N)c(N)[nH]1
* HOMO-LUMO gap: 8.43 eV

---

2.
Density functional theory data (wB97M-V/def2-TZVPD) for C2H6NO4P in the gas phase at a distorted geometry.

Structure (ORCA input):
```
! wB97M-V def2-TZVPD RIJCOSX def2/J DEFGRID3
* xyz 0 1
C -0.73 -1.98 -0.96
C 0.69 2.04 0.27
N -2.45 0.17 1.06
O -3.42 -0.57 0.97
O -1.92 1.81 -1.13
O -1.10 -0.64 -1.26
O -0.03 0.79 0.51
P -1.40 0.53 -0.28
H 0.26 -2.14 -0.63
H -0.95 -2.62 -1.81
H -1.34 -2.17 -0.08
H 1.37 1.95 -0.54
H 1.21 2.37 1.21
H -0.20 2.71 0.14
*
```

* HOMO energy (alpha / beta): -9.8 / -9.9 eV
* total energy: -21137.93226 eV
* max |F|: 7.3 eV/A
* SMILES: COP(=O)(N=O)OC
* HOMO-LUMO gap (alpha / beta): 8.33 / 8.44 eV

---

3.
Density functional theory data (wB97M-V/def2-TZVPD) for 2 unconnected molecules or ions with the total composition C16H17NO at a distorted geometry.

Structure (ORCA input):
```
! wB97M-V def2-TZVPD RIJCOSX def2/J DEFGRID3
* xyz 0 1
C -2.04 -1.68 -1.97
C -1.83 1.78 -0.67
C -2.33 0.47 -0.67
C -1.79 -0.21 -1.84
C -0.96 0.69 -2.43
C -2.26 2.75 0.24
C -3.09 2.30 1.24
C -3.00 0.02 0.47
C -3.37 0.94 1.44
N -0.91 1.88 -1.70
H -0.77 2.76 -2.17
H -1.99 3.79 0.15
H -0.28 0.66 -3.26
H -3.44 2.99 2.00
H -3.35 -1.01 0.54
H -1.14 -2.14 -1.56
H -2.25 -2.12 -2.94
H -3.79 0.58 2.36
H -2.94 -1.97 -1.42
C 3.67 0.24 2.72
C 1.66 -0.74 1.52
C 3.02 -0.50 1.58
C 1.07 -1.24 0.36
C 1.88 -1.52 -0.74
C 3.83 -0.96 0.54
C 3.25 -1.40 -0.66
O 1.27 -1.85 -1.94
H 1.00 -0.45 2.33
H 0.07 -1.65 0.37
H 3.11 0.22 3.66
H 3.76 1.31 2.52
H 4.86 -0.68 0.55
H 0.57 -1.21 -2.10
H 3.93 -1.80 -1.41
H 4.61 -0.26 2.90
*
```

* HOMO energy: -8.2 eV
* total energy: -20404.94461 eV
* max |F|: 1.7 eV/A
* SMILES: Cc1c[nH]c2ccccc12.Cc1ccc(O)cc1
* HOMO-LUMO gap: 9.10 eV

---

4.
Density functional theory data (wB97M-V/def2-TZVPD) for a molecular structure, C6H9HgO4 at a distorted geometry.

Structure (ORCA input):
```
! wB97M-V def2-TZVPD RIJCOSX def2/J DEFGRID3
* xyz 0 2
O -2.03 -1.82 2.42
C -0.80 -1.54 2.29
O -0.29 -0.64 3.01
O -0.26 -1.93 1.15
C 0.04 -1.06 0.04
Hg -1.93 -0.77 4.15
H -0.20 -0.16 0.63
H -0.07 -1.92 -0.64
C 1.75 -1.05 -1.13
C 1.28 0.18 -1.64
H 2.46 -1.10 -0.29
H 1.83 -1.86 -1.86
H 2.01 0.98 -1.81
C -0.04 0.56 -1.28
C -0.24 2.03 -0.97
O -1.54 2.24 -0.47
H -0.89 0.11 -1.80
H -0.08 2.61 -1.90
H 0.51 2.36 -0.23
H -1.49 2.77 0.32
*
```

* HOMO energy (alpha / beta): -8.0 / -8.2 eV
* total energy: -18722.01626 eV
* max |F|: 8.8 eV/A
* HOMO-LUMO gap (alpha / beta): 8.22 / 6.79 eV

---

5.
Density functional theory data (wB97M-V/def2-TZVPD) for C2H2I2 in the gas phase at a distorted geometry.

Structure (ORCA input):
```
! wB97M-V def2-TZVPD RIJCOSX def2/J DEFGRID3
* xyz 0 1
C -0.98 0.84 -0.75
C 0.50 -0.15 0.63
I -1.43 -0.90 0.36
I 2.36 -0.96 0.15
H -0.86 0.66 -1.86
H 0.40 0.51 1.47
*
```

* HOMO energy: -8.0 eV
* total energy: -18300.60911 eV
* max |F|: 3.1 eV/A
* HOMO-LUMO gap: 7.19 eV

---

6.
Density functional theory data (wB97M-V/def2-TZVPD) for 2 unconnected molecules or ions with the total composition CH3O2S at a distorted geometry.

Structure (ORCA input):
```
! wB97M-V def2-TZVPD RIJCOSX def2/J DEFGRID3
* xyz -1 1
C 1.07 0.87 -0.85
O -0.78 -0.92 1.25
O 3.38 2.10 -0.13
S 2.12 1.34 0.26
H 0.07 -0.54 1.72
H 1.34 1.13 -1.84
H -0.74 -0.64 0.34
*
```

* HOMO energy: -3.8 eV
* total energy: -16014.84811 eV
* max |F|: 3.2 eV/A
* HOMO-LUMO gap: 7.93 eV